1.
Molecular formula: C35H71FN3O15S5
Method: DFT, ωB97M-V with the def2-TZVPD basis set

Summary:
LUMO energy: -2.810 eV
E_tot: -4758.80842 a.u.
relative energy (zero: lowest compared OMol25 entry of this formula, charge and spin): 705.2 kJ/mol
total charge: +1
orbital gap: 0.302 hartree
HOMO: -0.4048 Eh
max |F|: 14.651 eV/Å

Cartesian coordinates (Å):
C  1.4571  0.4515  2.6195
C  1.1077  -0.3061  1.4467
O  0.6604  -1.5206  1.5235
N  1.3835  0.2061  0.0379
H  0.7109  1.0588  -0.0254
H  2.3626  0.7214  0.0966
C  1.0552  -0.6467  -1.0864
H  2.6459  0.2356  2.7732
H  1.0006  0.1301  3.4536
H  1.4733  1.5172  2.6528
H  -0.0628  -0.9410  -1.0611
H  1.7297  -1.5777  -1.1639
H  1.6523  0.1548  -1.7742
C  7.0119  2.2176  -0.1431
C  7.0645  1.1471  0.8680
O  8.1432  0.5081  1.0095
N  5.7924  0.7462  1.7040
H  5.7804  1.6292  2.2536
H  4.7707  0.9171  1.1111
C  5.9259  -0.4867  2.5207
H  7.8344  2.8352  -0.0732
H  6.0991  2.8488  0.1624
H  7.0497  1.8147  -1.0954
H  5.0166  -0.9630  2.9376
H  6.7624  -0.4994  3.1505
H  6.2670  -1.1031  1.6914
C  1.8810  3.4961  -2.8001
C  2.1135  4.4223  -1.5491
O  2.1503  5.6284  -1.7330
N  2.3418  3.7850  -0.1977
H  1.3368  3.3997  -0.0640
H  2.6831  2.8649  -0.4219
C  2.5735  4.5563  0.9635
H  2.1918  4.0097  -3.7890
H  0.7823  3.1352  -2.7856
H  2.4565  2.5419  -2.7742
H  1.6641  5.2753  1.2097
H  3.3371  5.1758  0.7366
H  2.6809  3.8584  1.9360
O  3.7647  1.4049  0.0581
H  4.2129  1.1765  -0.8511
O  0.0399  2.4909  -0.0853
H  -0.9827  2.6447  -0.0174
F  3.8029  -1.1796  5.4491
C  2.5944  -0.5656  5.8009
C  2.7056  0.7812  5.9311
C  1.5134  1.4388  6.3917
C  0.3758  0.6412  6.5614
C  0.3767  -0.7669  6.5104
C  1.4952  -1.4098  6.1105
H  3.5970  1.4925  6.1865
H  1.4272  2.6119  6.4055
H  -0.5445  1.0514  6.8395
H  -0.5583  -1.2082  6.7610
H  1.5611  -2.3649  6.2215
C  -3.2072  -1.1885  1.5896
C  -2.9342  -0.3615  0.1944
C  -4.2138  -0.0703  -0.3001
S  -5.1256  -1.5108  -0.1562
O  -4.8828  -2.4920  -1.1841
O  -6.4868  -1.0569  0.1082
C  -4.4333  -2.0484  1.2378
H  -3.2988  -0.4550  2.3353
H  -2.2420  -1.7819  1.8408
H  -2.5346  -1.0978  -0.3841
H  -2.3710  0.5398  0.3394
H  -4.0174  0.2816  -1.0875
H  -4.6638  0.6508  0.1617
H  -4.1797  -3.1036  1.1578
H  -5.0552  -1.9185  2.1254
C  -1.2134  -2.2948  -5.6732
C  -2.6708  -2.7616  -5.6282
C  -3.0383  -2.9174  -4.2911
S  -1.6053  -3.1838  -3.3920
O  -1.2121  -4.5523  -3.6552
O  -1.6546  -2.8199  -1.9463
C  -0.5114  -2.1434  -4.2353
H  -1.2503  -1.2689  -6.2075
H  -0.4883  -3.1259  -5.9208
H  -2.7904  -3.7964  -5.8183
H  -3.1808  -2.1302  -6.2056
H  -3.7956  -3.4365  -4.1179
H  -3.5976  -1.9913  -3.8823
H  0.2538  -2.5698  -4.0431
H  -0.6085  -1.1028  -3.6299
C  -3.6654  3.2811  -2.9510
C  -3.9644  2.8757  -4.3885
C  -3.2924  1.7114  -4.7611
S  -1.8785  1.6942  -3.6192
O  -0.6882  1.8516  -4.4200
O  -2.0307  0.5575  -2.7563
C  -2.1791  3.2040  -2.8111
H  -4.1404  2.6121  -2.2829
H  -3.9903  4.4474  -2.8100
H  -3.6893  3.7354  -5.1006
H  -5.0511  2.9147  -4.5061
H  -2.9890  1.7650  -5.6696
H  -4.0003  0.7449  -4.7420
H  -1.7200  4.2500  -3.0692
H  -1.8243  2.9461  -1.8253
C  -1.8364  2.4053  4.3317
C  -3.2154  2.9613  4.8178
C  -4.0326  3.1132  3.7708
S  -3.0142  3.8690  2.5787
O  -2.8790  5.2681  3.0228
O  -3.5952  3.5503  1.3042
C  -1.4762  3.0246  2.8270
H  -1.8802  1.4959  4.1166
H  -0.9683  2.5458  4.8568
H  -2.9718  4.0706  5.0164
H  -3.5510  2.6569  5.9436
H  -5.1233  3.4685  4.3172
H  -4.2971  2.0609  3.2915
H  -0.5064  3.8273  3.0456
H  -1.1596  2.3839  2.0911
C  0.6049  -7.2401  -2.8485
C  1.9795  -7.5357  -2.4027
C  2.5444  -6.7171  -1.4900
S  1.0498  -5.6874  -0.9003
O  1.0535  -4.3832  -1.6329
O  0.9983  -5.6770  0.5114
C  -0.1802  -6.6091  -1.6533
H  -0.0118  -7.9530  -3.4452
H  0.6433  -6.5024  -3.7749
H  2.7009  -7.7122  -3.3427
H  1.8912  -8.5098  -1.8087
H  3.2914  -5.9422  -1.7410
H  3.1203  -7.1654  -0.4573
H  -1.0625  -5.9530  -1.8965
H  -0.2712  -7.4805  -0.6630



2.
Molecular formula: C35H45MoN2O9
Method: DFT, ωB97M-V with the def2-TZVPD basis set

Summary:
LUMO energy (alpha / beta): -2.517 / -2.800 eV
E_tot: -2215.26366 a.u.
relative energy (zero: lowest compared OMol25 entry of this formula, charge and spin): 24.8 kJ/mol
total charge: +1
2S+1: 3
orbital gap (alpha / beta): 0.300 / 0.289 hartree
HOMO (alpha / beta): -0.3922 / -0.3919 Eh
max |F|: 0.731 eV/Å

Cartesian coordinates (Å):
Mo  -0.3731  -0.8689  -0.8035
C  1.4701  0.1565  -0.3508
C  -0.9460  0.2924  0.8552
O  -2.0226  0.2260  -0.0900
C  -2.8020  1.3941  -0.4759
C  -2.2786  2.0424  -1.7136
O  -2.2815  1.0837  -2.7522
C  -1.7506  1.6108  -3.9558
C  -0.2321  1.4995  -3.9499
O  0.2380  0.2739  -3.3893
C  0.1969  -0.8414  -4.2702
C  -1.0988  -1.5926  -4.1205
O  -1.2673  -2.0305  -2.7716
C  -0.9813  -3.4141  -2.5483
C  0.5013  -3.6147  -2.3992
O  1.0462  -2.5169  -1.6574
C  2.4771  -2.6673  -1.5558
C  3.0470  -1.5800  -0.6993
O  2.5249  -0.3417  -1.1455
H  1.7305  0.1410  0.7052
H  1.2677  1.6369  -1.9376
H  -0.5613  1.2934  1.0085
H  -1.2098  -0.2139  1.7746
H  -2.7909  2.0899  0.3597
H  -3.8082  1.0164  -0.6355
H  -1.2678  2.4163  -1.5463
H  -2.9287  2.8901  -1.9578
H  -2.0255  2.6630  -4.0774
H  -2.2011  1.0662  -4.7810
H  0.1998  2.2930  -3.3424
H  0.1536  1.6205  -4.9660
H  1.0375  -1.4741  -3.9939
H  0.3332  -0.5309  -5.3105
H  -1.1259  -2.4501  -4.7963
H  -1.9501  -0.9618  -4.3427
H  -1.3578  -4.0247  -3.3698
H  -1.5157  -3.6954  -1.6526
H  1.0112  -3.6531  -3.3652
H  0.6987  -4.5519  -1.8788
H  2.8798  -2.6161  -2.5696
H  2.6976  -3.6464  -1.1266
H  4.1289  -1.5667  -0.8282
H  2.8083  -1.7500  0.3470
C  -0.3946  -5.9551  0.8330
C  0.0097  -5.3340  2.1667
C  -0.5905  -3.9404  2.4566
C  -0.0980  -3.4480  3.8270
C  -0.6891  -2.1051  4.2463
C  -2.0974  -4.0908  2.5053
O  -2.6568  -4.6967  3.3847
N  -2.8170  -3.5402  1.4603
C  -2.3139  -2.7656  0.4353
O  -3.0347  -2.3690  -0.4581
N  -0.9611  -2.4494  0.4578
C  -0.0930  -2.9700  1.3924
O  1.0860  -2.6649  1.3588
H  -0.0935  -7.0012  0.7940
H  0.0864  -5.4461  -0.0068
H  -1.4757  -5.9281  0.6711
H  1.0937  -5.2193  2.2169
H  -0.2936  -5.9810  2.9896
H  0.9853  -3.3693  3.7601
H  -0.3381  -4.2190  4.5574
H  -0.3753  -1.3063  3.5662
H  -0.3484  -1.8313  5.2445
H  -1.7810  -2.1320  4.2741
H  -3.8146  -3.7010  1.4472
C  1.2340  1.5503  -0.8615
C  1.1594  2.6056  -0.0951
C  1.1377  3.6702  0.6667
C  -0.1365  4.2625  1.1745
C  -0.3231  4.4209  2.5472
C  -1.5127  4.9371  3.0396
C  -2.5240  5.3234  2.1664
C  -2.3338  5.1990  0.7977
C  -1.1429  4.6743  0.3075
C  2.4451  4.2467  1.1222
C  2.5960  5.6273  1.2405
C  3.8127  6.1651  1.6339
C  4.8860  5.3299  1.9198
C  4.7379  3.9540  1.8116
C  3.5217  3.4157  1.4163
H  0.4660  4.1264  3.2297
H  -1.6497  5.0431  4.1087
H  -3.4468  5.7385  2.5520
H  -3.1021  5.5323  0.1096
H  -0.9715  4.6293  -0.7588
H  1.7575  6.2808  1.0278
H  3.9224  7.2390  1.7203
H  5.8336  5.7509  2.2307
H  5.5670  3.2980  2.0465
H  3.3996  2.3403  1.3425



3.
Molecular formula: C15H27F3NNaO13S2
Method: DFT, ωB97M-V with the def2-TZVPD basis set

Summary:
LUMO energy: -0.136 eV
E_tot: -2878.98230 a.u.
orbital gap: 0.341 hartree
HOMO: -0.3458 Eh
max |F|: 6.356 eV/Å

Cartesian coordinates (Å):
Na  -0.9855  1.1895  -0.5109
N  -1.0378  3.5590  -0.5730
S  -0.1090  4.6386  0.0627
O  -0.7741  5.8909  0.3790
O  1.2959  4.5895  -0.2659
F  -0.1356  3.9786  1.5605
S  -0.6810  4.0488  -2.1900
O  0.1340  3.0849  -2.8498
O  -0.5887  5.4574  -2.4501
F  -2.1293  3.7865  -2.8189
C  -4.6204  -1.2895  2.6197
C  -3.4205  -1.8871  1.9448
O  -3.0775  -0.9153  0.9627
C  -3.5373  0.2895  1.4237
O  -3.2877  1.3338  0.9189
O  -4.2953  0.0994  2.5016
F  -3.6448  -3.1437  1.4290
H  -4.7511  -1.5886  3.6522
H  -5.4951  -1.3926  1.9702
H  -2.5397  -2.0783  2.5744
O  -1.0938  0.0638  -2.7748
C  -0.3293  -0.8402  -3.0590
O  -0.3760  -2.0665  -2.5722
C  -1.5449  -2.5274  -1.8832
C  -2.0338  -3.7871  -2.6089
C  0.8317  -0.5317  -3.9700
H  -2.3470  -1.7910  -1.8439
H  -1.2854  -2.7008  -0.8381
H  -1.1889  -4.3713  -2.9534
H  -2.6819  -3.4111  -3.4028
H  -2.7327  -4.3398  -1.9801
H  1.4974  0.1903  -3.5002
H  0.5492  -0.1671  -4.9528
H  1.4429  -1.4276  -4.1274
O  1.8340  0.7161  -0.7508
C  2.9855  0.9941  -1.0162
O  3.8860  0.1389  -1.4886
C  3.6149  -1.2650  -1.4436
C  3.8549  -1.7723  -0.0289
C  3.4959  2.3881  -0.8505
H  4.2564  -1.6847  -2.2151
H  2.6033  -1.4720  -1.7985
H  3.2022  -1.2805  0.6869
H  4.8891  -1.5998  0.2721
H  3.7178  -2.8511  0.0658
H  2.9078  3.1826  -1.3226
H  4.5410  2.6216  -1.0211
H  3.1681  2.6607  0.1625
O  -0.2745  -0.4806  1.2604
C  0.2089  -1.0883  2.1702
O  0.2926  -0.6330  3.4264
C  -0.1120  0.7494  3.6004
C  0.9901  1.7809  3.7634
C  0.6281  -2.5368  2.0121
H  -0.6830  0.6929  4.5298
H  -0.8318  1.0066  2.8241
H  1.4590  2.1614  2.8571
H  1.6663  1.5065  4.5682
H  0.4422  2.6767  4.0788
H  -0.2297  -3.2030  2.0450
H  1.4066  -2.7892  2.7276
H  1.0531  -2.5641  1.0110



> What is the formula in the third record?

C15H27F3NNaO13S2